Entry 1:
Computed, not measured: a 2-piece molecular cluster, C6H10N4O2S2 overall, with the ωB97M-V functional and the def2-TZVPD basis.

ORCA input file:
```
! RIJCOSX wB97M-V def2-TZVPD def2/J DEFGRID3
* xyz 0 1
C 2.299 0.043 -0.226
C -3.179 1.256 0.210
C 0.738 0.116 -0.412
C 0.001 -0.241 0.909
C 0.779 1.810 -2.201
C -0.454 -2.140 2.433
N 2.862 -0.909 -1.112
N -2.520 0.272 -0.194
N -1.962 -0.688 -0.444
N 2.092 -1.680 -1.631
O 0.226 1.278 -0.966
O 0.082 -1.550 1.246
S -0.522 0.874 1.994
S 0.449 -1.361 -1.518
H 2.655 0.993 -0.244
H 2.667 -0.268 0.706
H -2.629 1.971 0.793
H -4.156 1.206 -0.075
H 1.097 0.926 -2.745
H 1.471 2.483 -1.906
H -0.118 2.300 -2.515
H -1.284 -2.813 2.092
H -0.873 -1.215 2.863
H 0.278 -2.662 2.942
*
```

Its HOMO-LUMO gap is 8.6 eV. As for the maximum force: 4.36 eV Å⁻¹. The electronic energy is -1400.2855 hartree. The calculation puts the energy above the lowest of the compared OMol25 structures with the same formula, charge and spin at 101.6 kcal per mole. The calculation puts the HOMO energy at -8.7 eV. Its LUMO energy is -0.052 eV.

Entry 2:
Computed, not measured: C12H30CdN2O4S as an isolated structure, with the ωB97M-V functional and the def2-TZVPD basis.

ORCA input file:
```
! RIJCOSX wB97M-V def2-TZVPD def2/J DEFGRID3
* xyz 0 1
Cd -0.494 0.490 0.135
S -2.270 2.274 0.595
O -2.150 3.670 0.247
O -1.155 1.776 1.406
O -3.573 1.913 1.137
O -1.983 1.455 -0.626
C 1.761 3.038 -2.127
C 0.727 2.194 -1.353
N 1.335 1.345 -0.327
C 1.883 2.202 0.848
C 1.927 1.368 2.088
C 2.400 0.427 -0.828
C 1.830 -0.448 -1.899
H 1.293 3.298 -3.076
H 2.780 2.690 -2.300
H 1.805 3.953 -1.536
H -0.028 2.864 -0.941
H 0.236 1.634 -2.150
H 2.870 2.556 0.549
H 1.262 3.081 1.020
H 1.111 0.652 2.187
H 2.907 0.894 2.121
H 1.995 1.990 2.981
H 2.753 -0.271 -0.068
H 3.316 0.926 -1.143
H 2.707 -0.967 -2.287
H 1.304 0.126 -2.661
H 1.160 -1.186 -1.458
C -2.655 -2.579 2.016
C -1.933 -1.306 1.698
N -1.175 -1.440 0.379
C -0.203 -2.619 0.488
C 1.027 -2.295 1.325
C -2.116 -1.629 -0.683
C -1.673 -1.415 -2.151
H -3.151 -2.369 2.963
H -1.888 -3.323 2.232
H -3.476 -2.783 1.328
H -2.668 -0.512 1.565
H -1.281 -0.935 2.489
H -0.574 -3.629 0.661
H 0.159 -2.714 -0.536
H 1.960 -2.785 1.047
H 1.334 -1.250 1.326
H 0.881 -2.660 2.342
H -2.963 -0.964 -0.516
H -2.487 -2.654 -0.686
H -1.007 -2.185 -2.540
H -1.295 -0.438 -2.452
H -2.527 -1.460 -2.827
*
```

Its HOMO-LUMO gap is 8.6 eV. As for the maximum force: 6.47 eV Å⁻¹. The electronic energy is -1451.5151 hartree. The calculation puts the HOMO energy at -8.3 eV. Its LUMO energy is 0.308 eV.

Entry 3:
Computed, not measured: one molecule with the formula C6H6Cl2, with the ωB97M-V functional and the def2-TZVPD basis.

ORCA input file:
```
! RIJCOSX wB97M-V def2-TZVPD def2/J DEFGRID3
* xyz 0 1
C 0.469 1.158 -1.633
C 0.280 0.189 -0.531
C 0.726 0.437 0.773
C -0.033 -0.442 1.645
C -0.933 -1.317 0.728
C -0.647 -0.909 -0.500
H 0.780 2.067 -1.108
H 1.346 1.032 -2.576
H 1.624 1.000 1.074
H -0.638 0.386 2.310
H -1.502 -2.121 1.199
H -1.235 -1.285 -1.196
Cl -0.981 1.595 -2.770
Cl 0.745 -1.788 2.583
*
```

Its HOMO-LUMO gap is 8.8 eV. As for the SMILES: ClCC1=C[C@H](Cl)C=C1. As for the maximum force: 4.75 eV Å⁻¹. The electronic energy is -1152.5013 hartree. The calculation puts the energy above the lowest of the compared OMol25 structures with the same formula, charge and spin at 57.0 kcal per mole. The calculation puts the HOMO energy at -8.9 eV. Its LUMO energy is -0.088 eV.